ORCA calculation (ωB97M-V/def2-TZVPD) on C24H36BN8O2PPbS3 as an isolated structure.

Output
**LUMO energy**: -7.260 eV
**Charge**: +2
**Max |F|**: 0.008 hartree/bohr
**Gap between HOMO and LUMO**: 0.1971 Eh

Structure (XYZ):
```
76
Properties=species:S:1:pos:R:3:lowdin_charge:R:1
Pb 0.39181 0.57508 -0.41316 0.9387
N -3.33889 -2.45612 5.78873 0.1461
C -2.88142 -2.32995 4.52291 -0.2944
C -1.66105 -1.67519 4.26557 -0.0062
C -1.20105 -1.54499 2.97817 -0.0529
C -1.94924 -2.06224 1.92113 -0.3337
C -3.16543 -2.70734 2.15348 -0.0498
C -3.62163 -2.84330 3.44116 -0.0041
S -1.39847 -1.86788 0.31006 0.6371
O 0.08124 -1.89013 0.27593 -0.4243
O -2.10452 -2.73381 -0.57769 -0.2516
N -1.58421 -0.28708 -0.14076 -0.2551
C -2.63811 0.54285 0.19352 -0.4996
N -3.79280 -0.00675 0.53239 0.1614
C -4.76720 0.84410 0.84353 -0.0750
C -4.59819 2.21648 0.79733 -0.0256
C -3.35802 2.67207 0.39420 -0.0992
N -2.36019 1.84129 0.08167 0.0723
H -2.78869 -2.15118 6.57061 0.1120
H -4.17181 -2.98084 5.98555 0.1137
H -1.07910 -1.28295 5.09005 0.1197
H -0.25445 -1.05630 2.79297 0.0891
H -3.73601 -3.09667 1.32248 0.1223
H -4.55769 -3.35185 3.63097 0.1222
H -5.71371 0.40247 1.13134 0.1259
H -5.39594 2.89571 1.05492 0.1143
H -3.14163 3.73174 0.32760 0.1216
C 2.62187 -3.38806 -0.75836 -0.0040
N 2.76846 -2.76508 0.54980 -0.1152
C 2.77407 -3.42996 1.73846 0.0058
C 2.81458 -2.48525 2.71425 -0.0200
N 2.82695 -1.25168 2.12349 0.0318
B 2.80999 0.02872 3.07214 -0.3968
N 3.17074 1.31752 2.27709 -0.0145
C 4.44488 1.77372 2.08947 -0.0141
C 4.37830 2.93067 1.37818 0.0037
N 3.05358 3.16805 1.13205 -0.1037
C 2.53061 4.31588 0.40150 0.0036
C 2.32979 2.17145 1.68332 -0.7180
S 0.60205 2.06501 1.59712 0.7130
C 2.80404 -1.44054 0.79922 -0.6639
S 2.80918 -0.26437 -0.47631 0.7114
H 2.77905 -4.45630 -0.64185 0.1065
H 3.36007 -2.98963 -1.44907 0.0897
H 1.61457 -3.20745 -1.13278 0.0822
H 2.75775 -4.50331 1.79313 0.1420
H 2.84607 -2.59092 3.78330 0.1395
H 3.65555 -0.14900 3.90008 0.0906
H 1.71294 0.15226 3.53292 0.0661
H 5.29265 1.25763 2.50204 0.1427
H 5.14841 3.60803 1.05517 0.1408
H 3.31277 5.06731 0.34760 0.1060
H 1.67009 4.72516 0.92327 0.0919
H 2.24158 4.02192 -0.60669 0.0921
C 2.45926 1.12606 -3.98157 -0.1215
C 1.06180 1.73838 -3.98499 -0.3678
P -0.15579 0.85915 -2.97215 0.8968
C -1.79260 1.62780 -3.17464 -0.3638
C -2.07916 2.19234 -4.56977 -0.1124
C -0.20424 -0.88901 -3.46318 -0.3711
C -0.62720 -1.14191 -4.91162 -0.1003
H 3.11563 1.71898 -4.61528 0.0917
H 2.45151 0.11063 -4.37562 0.0790
H 2.89856 1.09986 -2.98246 0.0331
H 0.64610 1.75106 -4.99642 0.0941
H 1.07556 2.77660 -3.64251 0.0987
H -1.87511 2.40965 -2.41765 0.0701
H -2.51394 0.85454 -2.89520 0.0982
H -1.43449 3.03830 -4.80219 0.0783
H -3.10724 2.55002 -4.59579 0.0909
H -1.96888 1.44831 -5.35481 0.0684
H -0.88472 -1.39011 -2.76548 0.0758
H 0.79710 -1.28724 -3.27110 0.0820
H -1.65346 -0.82755 -5.08844 0.0749
H -0.57544 -2.20977 -5.11698 0.0917
H 0.02255 -0.63509 -5.62535 0.0794
```

ORCA calculation (ωB97M-V/def2-TZVPD) on C24H36BrN6O5PSV as an isolated structure at a distorted geometry.

Output
**LUMO energy (alpha / beta)**: -11.629 / -11.640 eV
**Charge**: +3
**Max |F|**: 0.092 hartree/bohr
**Gap between HOMO and LUMO (alpha / beta)**: 0.1763 / 0.1757 Eh

Structure (XYZ):
```
75
Properties=species:S:1:pos:R:3:lowdin_charge:R:1
V -0.25340 -0.52960 -0.25690 0.6737
O 3.05290 1.13630 -0.30370 0.2053
C 2.25350 0.53660 0.35640 -0.5043
O 1.50760 -0.42090 -0.12370 -0.1378
C 1.99210 0.88730 1.84390 -0.0438
C 1.57200 -0.36100 2.63530 -0.2323
C 1.50750 -0.01260 4.12870 -0.0537
C 0.18010 0.76150 4.20200 -0.0572
C -0.22710 0.78550 2.72490 -0.2420
O 0.19690 -0.49250 2.24460 -0.1781
C 0.70630 1.75310 1.95840 -0.0388
C 0.19870 2.03670 0.53990 -0.4792
O 0.50670 2.97300 -0.13560 0.2257
O -0.54590 1.05750 0.10070 -0.1516
H 2.88460 1.39280 2.21690 0.1852
H 2.15180 -1.25100 2.39400 0.1558
H 2.36740 0.57540 4.43990 0.1375
H 1.48800 -0.91490 4.73520 0.1304
H 0.28170 1.76080 4.61550 0.1369
H -0.56280 0.22190 4.78770 0.1318
H -1.29270 0.94340 2.54020 0.1682
H 0.88000 2.70820 2.45840 0.1878
C 1.81700 0.00550 -4.99830 -0.1228
N 0.63260 -0.83150 -5.08250 -0.1304
C -0.43970 -0.08910 -5.72280 -0.1247
N -0.71210 1.12770 -4.97450 -0.1219
C 0.46340 1.97650 -4.92160 -0.1135
N 1.50010 1.21260 -4.25430 -0.1166
C 1.29350 1.02110 -2.87100 -0.2491
P -0.20450 -0.09350 -2.58060 1.0611
C 0.26380 -1.42660 -3.83930 -0.2780
C -1.35730 0.92430 -3.73620 -0.2472
H 2.13620 0.27500 -6.00820 0.1549
H 2.62260 -0.54230 -4.50570 0.1496
H -1.34020 -0.70440 -5.78640 0.1472
H -0.13480 0.17810 -6.73750 0.1549
H 0.25250 2.90030 -4.37740 0.1530
H 0.78160 2.22550 -5.93670 0.1560
H 1.12240 1.97860 -2.35780 0.1127
H 2.16530 0.53180 -2.40860 0.1053
H -0.59530 -2.08880 -3.99020 0.1052
H 1.09670 -2.02300 -3.44640 0.1063
H -1.57530 1.88890 -3.26450 0.1160
H -2.28670 0.36600 -3.88530 0.1149
Br -2.23740 -2.36530 2.08320 0.9368
C -3.15170 -1.10920 1.01240 -0.6704
C -4.49270 -0.86110 1.27920 -0.0538
C -5.15320 0.10160 0.53510 0.0185
C -4.43690 0.76330 -0.45670 0.0097
C -3.11550 0.42040 -0.66500 -0.1141
N -2.45770 -0.50980 0.04380 -0.0742
H -4.99750 -1.41390 2.05650 0.1235
H -6.18910 0.33710 0.73720 0.1411
H -4.88850 1.53130 -1.06370 0.1323
H -2.54310 0.93940 -1.42120 0.0796
C -1.52680 -6.51580 -0.03240 0.0069
N -1.23590 -5.18960 -0.54150 -0.1548
C -2.08950 -4.74960 -1.62520 -0.0402
C -0.29780 -4.40150 -0.05570 -0.5325
S -0.29110 -2.68990 -0.60090 0.8110
N 0.69600 -4.75600 0.73960 -0.1694
C 1.35270 -6.05200 0.74340 0.0049
C 1.36940 -3.75770 1.54480 -0.0564
H -2.60750 -6.62550 0.04500 0.1157
H -1.11170 -6.67270 0.95580 0.1012
H -1.16630 -7.28440 -0.71710 0.1233
H -2.88960 -5.46980 -1.77010 0.1121
H -1.52530 -4.68000 -2.55670 0.1067
H -2.53140 -3.77440 -1.40270 0.0763
H 1.02200 -6.67900 -0.07810 0.1003
H 1.19630 -6.55770 1.69770 0.1202
H 2.42460 -5.88100 0.62780 0.1195
H 0.64860 -3.03010 1.92060 0.0433
H 2.15120 -3.25120 0.97010 0.1092
H 1.83760 -4.26030 2.38820 0.1215
```

ORCA calculation (ωB97M-V/def2-TZVPD) on C24H36Cl2N5O5PS2SbTi as an isolated structure at a distorted geometry.

Output
**Multiplicity**: 3
**LUMO energy (alpha / beta)**: 2.350 / 2.348 eV
**Charge**: -1
**Max |F|**: 0.024 hartree/bohr
**Gap between HOMO and LUMO (alpha / beta)**: 0.1691 / 0.2495 Eh

Structure (XYZ):
```
77
Properties=species:S:1:pos:R:3:lowdin_spin:R:1
Ti 0.19935 0.09457 -0.45916 1.1000
N 2.78113 0.83801 -0.01392 0.0055
N 3.12808 2.14724 0.38894 0.0004
C 1.65605 2.78148 1.58796 0.0004
O 2.08718 3.80879 2.01264 0.0003
O 0.81550 1.94071 1.45972 0.0040
H 2.76247 0.21266 0.77159 0.0002
H 3.40838 0.46730 -0.71174 0.0005
H 4.01767 2.21493 0.85521 0.0001
S -2.21950 1.28938 -0.01990 0.0083
C -3.44458 0.00939 -0.07711 0.0032
C -4.79632 0.34110 -0.17254 -0.0002
C -5.76259 -0.64986 -0.20107 0.0016
C -5.36305 -1.98123 -0.11051 0.0000
C -4.02162 -2.30894 -0.00278 0.0010
C -3.02137 -1.32122 0.01377 0.0008
S -1.33745 -1.78119 0.13916 -0.0004
H -5.08045 1.38840 -0.22693 -0.0001
H -6.81306 -0.39004 -0.28354 0.0002
H -6.10810 -2.76894 -0.12361 -0.0001
H -3.70646 -3.34573 0.05765 -0.0002
Cl 3.55096 -3.51889 -0.02879 0.0091
C 2.65259 -3.06089 -1.45809 0.0350
C 2.86133 -3.72792 -2.66195 0.0182
C 2.13698 -3.36257 -3.77523 0.0492
Cl 2.41224 -4.23738 -5.27323 0.0060
C 1.18172 -2.32916 -3.74634 0.0212
C 0.35000 -1.91944 -4.83096 0.2461
C -0.61207 -0.93591 -4.58849 0.0398
C -0.72039 -0.32878 -3.36352 0.1768
N 0.10971 -0.63202 -2.31318 0.1400
C 1.02248 -1.66003 -2.51413 0.0447
C 1.73695 -2.02230 -1.36452 0.0337
O 1.46895 -1.35218 -0.25029 0.0020
H 3.57924 -4.53405 -2.71989 0.0005
H 0.43772 -2.39240 -5.79758 0.0175
H -1.28723 -0.63215 -5.38064 -0.0033
H -1.47385 0.41396 -3.16928 0.0119
N -2.13045 2.91196 -3.33437 0.0008
C -1.27512 3.79649 -2.50822 0.0004
P 0.37509 3.04468 -2.33475 0.0031
O 0.90117 2.75019 -3.69532 0.0029
O 0.34989 1.94922 -1.25949 0.0132
C 1.36039 4.42272 -1.66905 0.0001
N 2.79505 4.07121 -1.82794 0.0001
H -1.61262 2.60988 -4.15213 0.0005
H -2.95738 3.38765 -3.65684 0.0001
H -2.39244 1.73642 -1.29289 0.0027
H -1.71082 3.94629 -1.51768 0.0001
H -1.12763 4.77427 -2.96910 0.0000
H 1.10605 4.58460 -0.61836 0.0001
H 1.09380 5.32188 -2.22642 0.0000
H 3.37170 4.89300 -1.89116 0.0000
H 2.90613 3.56473 -2.70222 0.0000
H 3.14763 2.74652 -0.43507 0.0000
C 3.00762 -0.71953 4.45445 0.0001
C 1.55060 -0.21949 4.50412 -0.0003
Sb 0.46962 -0.82539 2.70051 0.0009
C -0.19853 -2.72337 3.48641 0.0003
C 0.54392 -3.91748 2.86559 0.0001
C -1.36219 0.18072 3.28677 0.0006
C -1.67340 0.13750 4.78692 0.0001
H 3.57675 -0.44189 5.34883 0.0000
H 3.54172 -0.31128 3.58969 0.0000
H 3.05441 -1.81137 4.36436 0.0000
H 1.51598 0.87512 4.56313 0.0000
H 1.03266 -0.61492 5.38596 0.0000
H -1.26284 -2.76855 3.25344 0.0001
H -0.08130 -2.69670 4.57390 0.0000
H 0.39689 -3.94369 1.78222 0.0000
H 0.18895 -4.87024 3.27572 0.0000
H 1.62381 -3.86400 3.04328 0.0000
H -2.14245 -0.32030 2.71390 0.0000
H -1.29806 1.20734 2.93005 0.0001
H -1.70714 -0.89051 5.16116 0.0000
H -2.64523 0.59628 5.00285 0.0000
H -0.92083 0.67532 5.37004 0.0000
```

ORCA calculation (ωB97M-V/def2-TZVPD) on C24H36CuN2OS2Sb as an isolated structure at a distorted geometry.

Output
**LUMO energy**: 0.422 eV
**Charge**: 0
**Max |F|**: 0.054 hartree/bohr
**Gap between HOMO and LUMO**: 0.2547 Eh

Structure (XYZ):
```
67
Properties=species:S:1:pos:R:3:nbo_charge:R:1
Cu 0.76215 0.28219 0.49695 0.7783
O 2.29220 -0.86522 0.08906 -0.7089
N 3.07743 -1.04648 1.15661 -0.0001
C 4.32844 -1.56801 0.92370 0.0116
C 5.22295 -1.79695 1.93882 -0.2856
C 4.74989 -1.60572 3.27715 -0.1802
C 3.40787 -1.28337 3.47885 -0.2364
C 2.61069 -0.82587 2.42365 0.0399
S 1.02321 -0.18749 2.65235 -0.4062
H 4.44403 -1.72880 -0.14059 0.2310
H 6.28359 -2.00595 1.70029 0.2327
H 5.37861 -1.74865 4.15843 0.2223
H 2.94375 -1.23615 4.45434 0.2350
S 0.81617 4.71331 0.10890 0.4008
C 0.46416 3.04512 0.44670 -0.0840
N 1.34754 2.17786 0.02611 -0.5332
C 2.48226 2.85334 -0.49896 0.1854
C 3.71654 2.25727 -0.79589 -0.2251
C 4.85616 3.08234 -0.87867 -0.2088
C 4.77625 4.48290 -0.60254 -0.2125
C 3.53615 5.05451 -0.37716 -0.2011
C 2.39954 4.25182 -0.38480 -0.2626
H -0.43192 2.78522 1.01178 0.2334
H 3.80389 1.17884 -0.96380 0.2480
H 5.85309 2.68737 -1.08100 0.2202
H 5.67339 5.13303 -0.49577 0.2240
H 3.45982 6.13270 -0.10854 0.2230
C -4.60354 -0.10037 0.31501 -0.6475
C -3.34892 0.60222 0.81990 -0.1904
C -3.09759 0.44569 2.31958 -0.6529
C -3.22449 1.99987 0.24497 -0.6405
Sb -1.55885 -0.50754 -0.29720 0.8038
C -1.59971 -2.77679 0.32610 -0.2243
C -2.87269 -3.44577 -0.22750 -0.6477
C -0.31574 -3.37497 -0.27099 -0.6578
C -1.56276 -2.82842 1.85647 -0.6653
C -1.45586 -0.18777 -2.68537 -0.1670
C -0.38378 -1.14730 -3.16054 -0.6640
C -2.85891 -0.52954 -3.21363 -0.6532
C -1.13758 1.31781 -2.79742 -0.6583
H -5.51168 0.42453 0.73659 0.1966
H -4.68387 -1.13441 0.64860 0.2087
H -4.71541 -0.08953 -0.76732 0.2088
H -3.85455 1.08090 2.84757 0.2075
H -2.11453 0.75663 2.65598 0.2293
H -3.20807 -0.60324 2.62480 0.2192
H -4.04338 2.63382 0.65321 0.2056
H -3.36811 1.99473 -0.82843 0.2079
H -2.29640 2.50726 0.47352 0.2031
H -2.88371 -3.58931 -1.35414 0.2077
H -3.76397 -2.89896 0.11542 0.2031
H -2.95305 -4.48112 0.18053 0.2046
H -0.40148 -3.53749 -1.34783 0.2036
H -0.16739 -4.41097 0.18460 0.2024
H 0.59429 -2.77619 -0.11606 0.2477
H -2.54003 -2.63227 2.31382 0.2012
H -0.80305 -2.18866 2.32389 0.2520
H -1.28153 -3.89546 2.12321 0.2054
H -0.79332 -2.15461 -3.13886 0.2112
H 0.58215 -1.08586 -2.59313 0.2378
H -0.19297 -0.88410 -4.23848 0.2078
H -3.14734 -1.58325 -3.02045 0.2097
H -2.93959 -0.40162 -4.31773 0.1994
H -3.60956 0.16672 -2.77660 0.2016
H -0.12746 1.54017 -2.44347 0.2261
H -1.86359 1.94538 -2.31182 0.2086
H -1.16980 1.61065 -3.87278 0.2071
```